Record 1
Here is a 2-piece molecular cluster, C16H17NO overall from the OMol25 dataset. Energies are from wB97M-V/def2-TZVPD.

Structure (XYZ):
```
35
Properties=species:S:1:pos:R:3:forces:R:3
C -2.2567 1.7033 0.7929 0.3 -0.9 -0.7
C 0.1692 1.9584 -0.2308 1.1 0.7 -0.5
C -1.2476 1.8216 -0.3184 -0.8 -0.5 -0.4
C 0.6488 2.3809 -1.4930 -0.6 -0.9 0.1
C -1.5602 1.9327 -1.6452 1.0 1.3 0.7
C 2.4477 2.0566 0.5754 -0.1 0.5 -0.7
C 2.8800 2.5306 -0.6856 -0.6 0.3 0.9
C 1.1171 1.7936 0.7799 -0.8 -0.9 0.6
C 1.9889 2.6580 -1.7358 0.7 0.9 0.3
N -0.4354 2.3767 -2.3358 -0.3 -0.4 -0.3
H 3.1607 2.0574 1.3780 0.1 -0.4 0.3
H 3.8616 2.9832 -0.6871 0.2 -0.3 -0.6
H 0.7311 1.2926 1.6641 0.4 0.6 0.4
H 2.3198 3.2184 -2.6031 -0.1 -0.4 -0.3
H -1.7616 1.6652 1.7585 -0.2 0.2 0.2
H -2.8356 0.7900 0.6505 0.1 -0.2 0.3
H -2.5077 2.0455 -2.1144 -0.6 -0.3 -0.2
H -0.3753 2.2825 -3.3285 0.2 0.2 -0.3
H -2.9970 2.4850 0.7164 0.0 0.5 0.3
C -1.3431 -1.9934 2.7059 -0.6 0.4 -0.4
C -1.1276 -3.2627 0.5457 0.3 -0.3 -0.3
C -0.6166 -2.3186 1.4320 -0.4 0.4 -0.5
C -0.5600 -3.4220 -0.7107 0.4 -0.5 0.2
C 0.4809 -1.5772 1.0102 -0.3 -0.3 0.6
C 0.6910 -2.8782 -0.9743 -0.3 0.7 -0.3
C 1.1952 -1.8987 -0.1383 0.2 -0.2 0.9
O 1.4853 -3.3023 -2.0018 0.8 0.0 -0.2
H -1.8642 -4.0025 0.8362 -0.5 0.5 0.0
H -1.0108 -4.0840 -1.4340 0.1 -0.3 0.0
H -1.6435 -2.9129 3.2070 0.2 0.2 0.4
H -2.2713 -1.4533 2.4751 0.0 -0.3 -0.1
H 0.7701 -0.7962 1.6997 0.5 0.0 -0.2
H 2.1998 -1.5109 -0.2445 -0.1 0.2 -0.5
H 1.0873 -3.3517 -2.8716 -0.5 0.0 0.1
H -0.8201 -1.2673 3.3254 0.4 -0.5 0.3
```
Positions in Å, forces in eV/Å.

Results
F_max, eV/A: 1.811
HOMO, eV: -7.8
SMILES: Cc1c[nH]c2ccccc12.Cc1ccc(O)cc1
Energy relative to the best compared isomer or geometry (same formula, charge and spin), kJ/mol: 104.7
Charge: 0
Electronic energy, hartree: -749.86041
Kohn-Sham gap, Ha: 0.31332



Record 2
Here is C26H26N3PSeSn as an isolated structure from the OMol25 dataset. Energies are from wB97M-V/def2-TZVPD.

Structure (XYZ):
```
58
Properties=species:S:1:pos:R:3:forces:R:3
Sn 0.1622 1.0772 -0.7392 0.0 0.1 0.0
C -4.5278 -0.1638 -1.0493 0.0 -0.1 0.0
N -4.1692 1.2137 -0.7504 0.0 0.0 0.0
C -3.1485 1.6403 -0.0028 0.1 0.0 0.0
Se -1.8657 0.6072 0.9368 0.0 0.0 0.0
N -3.1990 2.9777 0.0573 0.0 0.0 0.0
C -4.2901 3.4475 -0.6664 0.0 0.0 0.0
C -4.7777 4.7265 -0.9009 0.0 0.0 0.0
C -5.9150 4.8122 -1.6780 0.0 0.0 0.0
C -6.5423 3.6705 -2.2014 0.0 0.0 0.0
C -6.0549 2.4008 -1.9672 0.0 0.0 0.0
C -4.9092 2.3164 -1.1849 0.0 0.1 0.0
H -3.7950 -0.8240 -0.5964 0.0 0.0 0.0
H -4.5461 -0.3090 -2.1282 0.0 0.0 0.0
H -5.5116 -0.3811 -0.6369 0.0 0.0 0.0
H -2.5591 3.5286 0.6073 0.0 0.0 0.0
H -4.2986 5.6069 -0.4959 0.0 0.0 0.0
H -6.3384 5.7843 -1.8885 0.0 0.0 0.0
H -7.4331 3.7921 -2.8016 0.0 0.0 0.0
H -6.5448 1.5245 -2.3682 0.0 0.0 0.0
C 3.3703 1.1519 0.9217 0.0 0.0 0.0
P 1.8791 0.1390 1.1031 -0.1 0.0 -0.1
C 2.4146 -1.5832 1.1150 0.0 0.1 0.1
C 2.8014 -2.1754 2.3190 0.0 0.0 0.0
C 3.2960 -3.4694 2.3218 0.0 0.0 0.0
C 3.4166 -4.1743 1.1322 0.0 0.0 0.0
C 3.0538 -3.5815 -0.0686 0.0 0.0 0.0
C 2.5547 -2.2882 -0.0794 0.0 0.0 0.0
C 1.1482 0.5407 2.6995 -0.1 -0.1 -0.1
C 1.3247 1.7992 3.2667 0.0 0.1 0.1
C 0.6352 2.1396 4.4228 0.0 0.0 0.0
C -0.2357 1.2329 5.0088 0.0 0.0 0.0
C -0.4150 -0.0230 4.4433 0.0 -0.1 0.0
C 0.2689 -0.3702 3.2897 0.0 0.0 0.1
H 4.0242 0.9934 1.7799 0.0 0.0 0.0
H 3.1170 2.2088 0.8432 0.0 0.0 0.0
H 3.8976 0.8509 0.0163 0.0 0.0 0.0
H 2.7179 -1.6319 3.2515 0.0 0.0 0.0
H 3.5950 -3.9268 3.2552 0.0 0.0 0.0
H 3.8054 -5.1835 1.1414 0.0 0.0 0.0
H 3.1697 -4.1225 -0.9982 0.0 0.0 0.0
H 2.3082 -1.8239 -1.0244 -0.1 0.0 -0.1
H 2.0072 2.5187 2.8331 0.0 0.0 0.0
H 0.7878 3.1130 4.8688 0.0 0.0 0.0
H -0.7672 1.4991 5.9123 0.0 0.0 0.0
H -1.0822 -0.7378 4.9067 0.0 0.0 0.0
H 0.1312 -1.3569 2.8637 0.0 0.0 0.0
C -0.0354 -3.2028 -3.3947 0.0 0.0 0.0
C 0.5815 -2.0503 -3.8631 0.0 0.0 0.0
C 0.5545 -0.9198 -3.0742 0.0 0.1 0.0
N -0.0341 -0.9034 -1.8667 0.0 0.0 0.0
C -0.6277 -2.0155 -1.4134 0.1 0.0 0.0
C -0.6523 -3.1814 -2.1525 0.0 0.0 0.1
H -0.0343 -4.1044 -3.9926 0.0 0.0 0.0
H 1.0711 -2.0235 -4.8259 0.0 0.0 0.0
H 1.0143 0.0068 -3.4040 0.0 0.0 0.0
H -1.0736 -1.9513 -0.4294 -0.1 0.0 0.0
H -1.1382 -4.0590 -1.7501 0.0 0.0 0.0
```
Positions in Å, forces in eV/Å.

Results
F_max, eV/A: 0.186
HOMO, eV: -14.0
Energy relative to the best compared isomer or geometry (same formula, charge and spin), kJ/mol: 0.0
Charge: +2
Electronic energy, hartree: -4127.29130
Kohn-Sham gap, Ha: 0.30576



Record 3
Here is a 3-piece molecular cluster, C8H22B2O13S2 overall from the OMol25 dataset. Energies are from wB97M-V/def2-TZVPD.

Structure (XYZ):
```
47
Properties=species:S:1:pos:R:3:forces:R:3
C 4.0196 -0.3079 1.3614 0.7 -0.7 0.3
O 3.7318 0.5425 0.2371 -0.1 0.2 1.3
B 3.0841 1.6920 0.5643 -0.1 0.6 -0.9
O 3.0851 2.7555 -0.3342 -0.5 -0.9 0.1
O 2.3608 1.8702 1.7828 0.3 -1.2 -1.4
C 1.0396 2.0724 1.5384 1.9 -0.3 -0.3
O 0.4524 2.8139 2.1933 -2.5 2.2 1.8
O 0.5325 1.3702 0.4875 0.3 -0.8 0.4
B -0.0242 0.1310 0.8766 -0.5 -1.0 -0.5
O 0.1890 -0.9440 0.0375 0.7 1.0 0.2
O -0.7642 -0.0481 2.0043 0.7 0.7 0.3
H 4.9434 -0.8610 1.1375 -0.3 0.2 -0.1
H 4.2108 0.2694 2.2764 -0.2 -0.1 -0.3
H 3.2341 -1.0506 1.5677 0.0 0.4 -0.3
H 2.2841 2.7131 -0.8813 0.3 0.4 -0.1
H 0.9960 -0.7092 -0.4497 -0.4 -0.5 -0.4
H -0.4347 -0.7764 2.5514 -0.6 -0.2 -0.3
O -1.9936 2.3477 -3.8826 0.1 -0.1 0.3
S -0.9303 3.3036 -3.8354 0.1 0.6 -0.4
O 0.1991 3.1202 -2.9723 -0.2 -0.3 0.1
O -1.5461 4.7540 -3.5838 0.2 -0.2 -0.3
C -2.3695 4.9480 -2.4186 -0.3 0.1 0.8
C -1.5564 4.9818 -1.1372 0.2 -0.2 0.0
C -0.3335 3.5858 -5.4697 0.0 0.1 -0.1
H -3.1454 4.1813 -2.3735 0.1 -0.1 -0.2
H -2.8688 5.9067 -2.5529 0.1 0.0 -0.3
H -1.0892 4.0177 -0.9384 0.0 0.0 0.0
H -2.1937 5.2252 -0.2864 0.0 0.1 -0.1
H -0.7580 5.7214 -1.2082 -0.1 0.0 0.0
H -1.1781 3.7577 -6.1321 0.0 0.0 0.0
H 0.2096 2.6936 -5.7753 0.0 0.0 0.1
H 0.3359 4.4427 -5.4566 0.0 0.0 0.0
O 0.5425 -4.0648 0.8642 0.2 0.0 0.4
S -0.7731 -4.0225 1.4247 -0.6 -0.2 -0.5
O -1.0737 -3.1910 2.5545 0.4 0.1 0.1
O -1.2492 -5.5164 1.7371 -0.1 0.3 -0.2
C -0.4249 -6.3270 2.5912 0.4 -0.3 0.6
C -0.5180 -5.9087 4.0472 0.0 0.3 0.0
C -1.9375 -3.6681 0.1529 -0.1 -0.1 -0.1
H 0.6093 -6.3127 2.2415 -0.1 0.1 -0.1
H -0.7878 -7.3489 2.4876 -0.2 0.1 -0.3
H -0.1079 -4.9110 4.1995 0.0 0.0 0.0
H 0.0405 -6.6002 4.6797 0.0 -0.1 -0.1
H -1.5580 -5.8859 4.3745 0.0 -0.1 0.0
H -1.7400 -4.3130 -0.6997 0.0 0.0 0.1
H -1.8035 -2.6239 -0.1241 0.1 0.0 0.1
H -2.9411 -3.8263 0.5410 0.0 0.0 0.0
```
Positions in Å, forces in eV/Å.

Results
F_max, eV/A: 3.778
HOMO, eV: -10.9
SMILES: COB(O)OC(=O)OB(O)O.CCOS(C)(=O)=O.CCOS(C)(=O)=O
Energy relative to the best compared isomer or geometry (same formula, charge and spin), kJ/mol: 86.5
Charge: 0
Electronic energy, hartree: -2142.47815
Kohn-Sham gap, Ha: 0.41822



Record 4
Here is C44H45FFeN8O3S3 as an isolated structure from the OMol25 dataset. Energies are from wB97M-V/def2-TZVPD.

Structure (XYZ):
```
105
Properties=species:S:1:pos:R:3:forces:R:3
Fe -1.0009 0.0782 0.0015 -0.6 0.4 -0.3
F 1.4441 -5.0851 3.3244 0.5 0.1 0.0
C 0.7583 -5.1186 2.1738 -1.0 0.7 -0.1
C 0.2202 -3.9537 1.6599 1.6 -0.3 1.0
C -0.5676 -4.0019 0.5329 0.2 -1.2 0.1
C -1.1944 -2.7732 0.1406 -0.4 0.5 -0.6
O -0.9552 -1.7439 0.8658 -0.3 -0.5 -1.0
C -2.0385 -2.8940 -1.0211 0.2 0.2 0.8
C -2.2366 -4.1307 -1.5970 0.6 1.0 -0.1
N -1.5659 -5.2411 -1.2267 -1.3 0.1 -1.0
C -1.8376 -6.3798 -2.0912 -1.4 -1.2 -0.2
C -0.9654 -7.6034 -2.2121 -0.9 0.5 -0.2
C -2.3580 -7.7732 -1.5890 0.0 0.5 -2.7
C -0.7659 -5.2542 -0.0975 -1.6 0.6 -0.2
C -0.3669 -6.4532 0.5009 1.5 1.8 0.7
C 0.4674 -6.3556 1.6036 -0.3 -0.3 -1.1
N 1.0513 -7.5803 2.0146 1.2 0.0 0.7
C 0.6371 -7.8624 3.3810 0.5 -0.9 0.2
C 1.1278 -9.1849 3.8838 0.2 -0.8 0.4
N 2.6079 -9.3132 3.6350 1.5 0.5 0.4
C 3.1164 -8.8688 2.2442 -0.8 -1.4 -0.3
C 2.5506 -7.5474 1.8341 -0.9 0.8 -0.5
C -2.8038 -1.7553 -1.6293 0.6 0.8 1.9
O -3.6217 -1.9665 -2.5100 -0.1 0.1 -0.5
O -2.5629 -0.5994 -1.0746 -0.1 -0.5 -0.8
H 0.5218 -2.9771 2.0402 -0.4 -0.4 0.3
H -2.9497 -4.0477 -2.4626 0.9 -0.9 0.8
H -2.3772 -5.9553 -2.9857 0.9 -1.1 0.9
H -0.1609 -7.6402 -1.4927 0.2 -0.3 -0.8
H -0.7779 -7.9408 -3.2291 0.1 -0.1 0.4
H -2.4163 -8.0877 -0.5844 0.0 0.2 1.1
H -3.1633 -8.2531 -2.2139 1.1 0.7 0.6
H -0.4892 -7.4264 0.1141 -0.4 -0.5 -0.1
H -0.4295 -7.9761 3.4127 -0.7 0.5 0.0
H 0.9778 -7.1433 4.1171 -0.1 0.6 0.0
H 0.6383 -10.0837 3.4950 0.2 0.4 -0.4
H 0.9747 -9.2251 4.9709 0.2 0.0 -0.2
H 2.8957 -10.2885 3.7895 -0.1 0.3 -0.1
H 3.1290 -8.7724 4.3517 -0.4 -0.2 -0.4
H 2.7647 -9.6738 1.6209 -0.3 -0.2 -0.5
H 4.1953 -8.9077 2.1612 0.2 0.1 0.7
H 2.7355 -7.3152 0.7070 0.0 -0.5 2.2
H 3.0392 -6.7987 2.5010 -0.4 0.1 -0.7
C -4.6898 3.8028 -3.7486 1.4 -1.5 0.7
N -4.4035 2.7514 -2.6852 0.2 1.0 0.4
C -4.6420 3.1414 -1.3258 -1.0 0.1 -0.2
C -3.8558 3.2372 -0.2535 -0.8 -0.2 0.7
N -2.5220 2.9698 0.0074 -0.4 0.6 -0.9
C -4.1360 1.5743 -3.0539 -0.1 0.5 -0.4
S -3.8544 0.2537 -3.6752 0.1 -1.0 -0.4
C -2.1582 2.6657 1.3276 0.2 -0.9 -1.2
C -2.3240 3.5705 2.3051 0.1 0.4 2.1
C -2.0558 3.2002 3.6153 -0.3 0.0 -0.1
C -1.7508 1.8652 3.8661 -0.2 1.8 -0.1
C -1.5539 1.0480 2.8035 0.6 -1.3 -0.9
N -1.6704 1.4558 1.5157 -0.1 -1.3 1.4
H -3.6944 3.9863 -4.1889 -0.8 0.6 0.0
H -5.1850 4.6011 -3.2374 0.1 0.7 0.1
H -5.3631 3.3234 -4.4133 -0.5 -0.1 -1.0
H -5.7051 3.4100 -1.2563 0.6 0.0 0.5
H -4.4636 3.4736 0.6425 0.7 0.0 -0.5
H -2.6698 4.5383 2.1056 -0.3 1.3 -0.4
H -2.1303 3.9453 4.4095 0.0 -0.4 -0.2
H -1.6312 1.5675 4.8645 0.2 -0.7 1.1
H -1.2697 -0.0022 2.9753 0.0 0.6 -0.3
S -1.4999 2.3833 -1.2301 0.0 -0.6 -0.3
C -0.0325 3.2285 -0.8965 0.5 2.0 -1.0
N 0.0483 4.5612 -1.3467 0.2 -1.8 1.0
C 1.3928 5.1889 -1.3235 -0.3 -1.0 -1.7
C 2.1409 4.6299 -0.1053 0.1 2.4 -0.7
N 2.2423 3.2296 -0.2332 3.1 -1.1 0.8
C 3.5911 2.6405 0.1721 0.7 0.9 -0.6
C 4.7493 3.3593 -0.5179 0.0 1.9 -2.6
C 5.6497 4.1942 0.1615 -0.4 -0.2 -2.1
C 6.5185 5.0614 -0.5717 0.3 0.1 0.7
C 6.5337 5.1191 -1.9704 0.2 0.6 0.4
C 5.6214 4.2987 -2.6512 -0.3 -0.4 0.0
C 4.7344 3.4595 -2.0017 2.0 0.9 4.7
C 1.1936 2.5327 -0.5021 -2.3 -1.9 -0.7
S 1.2186 0.7536 -0.4978 0.3 1.0 0.2
C -1.0211 5.3239 -2.0279 -0.1 0.2 -0.2
C -1.0884 6.7160 -1.4264 -0.8 0.4 0.9
C -1.8685 6.8306 -0.2450 1.4 0.3 -1.1
C -1.7763 8.0149 0.4934 -1.8 -0.6 1.3
C -1.0560 9.1210 0.0908 0.8 -1.3 -1.1
C -0.3287 9.0133 -1.1240 -0.6 0.2 2.0
C -0.3395 7.8397 -1.8540 -0.7 -0.2 0.1
H 1.1741 6.2501 -1.3234 0.7 0.1 0.4
H 1.8484 4.9142 -2.3492 -0.1 0.4 1.6
H 1.4850 4.8111 0.7262 -0.2 0.5 0.8
H 3.1433 5.1155 0.0813 -1.2 -0.6 -0.4
H 3.5914 1.6032 -0.0782 -0.2 -0.6 0.0
H 3.7794 2.7766 1.2340 -0.6 -0.1 0.3
H 5.6418 4.1700 1.2221 0.2 0.2 0.9
H 7.1823 5.7225 0.0330 -0.5 -0.6 -0.7
H 7.2402 5.8198 -2.5416 -1.2 -1.2 1.0
H 5.5945 4.2876 -3.7185 0.2 0.1 -0.6
H 4.1787 2.6837 -2.3696 -1.6 -1.3 -2.0
H -2.0136 4.8226 -2.0482 0.8 0.2 0.7
H -0.7722 5.3463 -3.0750 0.4 0.2 -0.7
H -2.4444 5.9461 0.0625 0.2 0.6 0.1
H -2.3757 8.0462 1.4387 0.7 0.2 -0.9
H -0.9583 9.9544 0.7576 -0.1 0.4 -0.1
H 0.3406 9.8277 -1.3354 0.0 0.2 -0.6
H 0.2218 7.8977 -2.7693 0.2 -0.6 -0.3
```
Positions in Å, forces in eV/Å.

Results
<S²>: 8.767
F_max, eV/A: 5.188
HOMO (alpha / beta), eV: -13.8 / -14.2
Energy relative to the best compared isomer or geometry (same formula, charge and spin), kJ/mol: 387.1
Charge: +3
Electronic energy, hartree: -4924.63138
Spin multiplicity: 6
Kohn-Sham gap (alpha / beta), Ha: 0.26246 / 0.25283



Question: Look up the electronic energy of the fourth one.
Answer: -4924.63138 hartree



Question: Look up the electronic energy of the second one.
Answer: -4127.29130 hartree